No. 1
A cluster of 3 separate species, C23H46ClN2O5 in total at a distorted geometry, computed with ωB97M-V with the def2-TZVPD basis set.

Values from the calculation:
- Energy above the lowest of the compared OMol25 structures with the same formula, charge and spin: 0.0 kJ/mol

ORCA input file:
```
! RIJCOSX wB97M-V def2-TZVPD def2/J DEFGRID3
* xyz 1 1
C 7.1018 -2.6947 -0.1199
C 7.2972 -2.8281 -1.7247
O 7.0145 -3.9550 -2.2154
O 7.7906 -1.7317 -2.5206
C 6.7001 -1.2317 -3.3668
C 6.2419 0.1993 -2.7847
C 4.6576 0.3859 -2.9516
C 3.6603 -0.7323 -2.3732
N 2.8492 -0.1277 -1.4814
C 1.8186 -1.0400 -0.8750
C 0.4497 -0.3170 -0.4484
C -0.8174 -0.6708 -1.3556
O -1.9123 -0.1525 -1.0173
O -0.8215 -1.5042 -2.5068
C 3.1293 1.3185 -1.2757
N 4.1553 1.4642 -0.1686
C 3.9702 1.7810 -2.5738
O 2.8937 2.1996 -3.4676
Cl 4.9831 3.2995 -2.4765
H 7.5626 -1.6942 0.1986
H 6.0014 -2.7427 0.1868
H 7.6249 -3.5608 0.4292
H 5.8724 -2.0205 -3.3518
H 7.0417 -1.1295 -4.4659
H 6.6239 0.3017 -1.7119
H 6.7333 0.9988 -3.4598
H 4.4466 0.3009 -4.0908
H 3.5739 -1.8464 -2.6035
H 1.5578 -1.8270 -1.6783
H 2.2396 -1.6558 0.0090
H 0.5464 0.8327 -0.4538
H 0.1903 -0.6290 0.6302
H -0.1704 -1.1957 -3.1760
H 2.2961 2.0172 -0.9324
H 4.2618 2.4573 0.0881
H 3.8359 0.9658 0.6842
H 3.2460 2.3581 -4.3722
C -0.1681 3.0149 5.2234
C -0.8135 1.8148 4.5422
C -0.3247 1.6065 3.1071
C -0.6417 2.7510 2.1397
C -2.1271 3.0974 2.0123
C -2.9608 1.9499 1.4596
H -0.4043 3.9480 4.7055
H -0.5309 3.1068 6.2493
H 0.9195 2.9059 5.2560
H -1.9005 1.9183 4.5658
H -0.5758 0.9173 5.1226
H -0.7511 0.6733 2.7229
H 0.7631 1.4545 3.1195
H -0.2520 2.4858 1.1483
H -0.0958 3.6502 2.4445
H -2.2266 3.9571 1.3410
H -2.5310 3.4152 2.9775
H -2.6034 1.6522 0.4709
H -4.0061 2.2548 1.3644
H -2.9309 1.0758 2.1145
C -4.8758 -1.3027 -2.0424
C -5.5417 -0.5191 -0.9185
C -5.1310 -1.0035 0.4741
C -5.5172 -2.4493 0.7994
C -7.0119 -2.7590 0.6899
C -7.8610 -1.9578 1.6671
H -5.1534 -2.3599 -2.0169
H -5.1821 -0.9047 -3.0129
H -3.7883 -1.2315 -1.9737
H -6.6274 -0.5595 -1.0341
H -5.2594 0.5347 -1.0156
H -5.5648 -0.3315 1.2219
H -4.0433 -0.9036 0.5795
H -5.1802 -2.6778 1.8174
H -4.9677 -3.1322 0.1425
H -7.1610 -3.8255 0.8907
H -7.3649 -2.5879 -0.3310
H -7.5573 -2.1552 2.6987
H -8.9139 -2.2333 1.5659
H -7.7825 -0.8835 1.4845
*
```



No. 2
A cluster of 5 separate species, C23H46F6N2O5 in total at a distorted geometry, computed with ωB97M-V with the def2-TZVPD basis set.

Values from the calculation:
- Calculated total energy: -54120.08071 eV
- Structure (SMILES): CCOC(=O)C(F)(F)F.CCOC(=O)C(F)(F)F.CCN(CC)CC.CCN(CC)CC.CC(C)=O

ORCA input file:
```
! RIJCOSX wB97M-V def2-TZVPD def2/J DEFGRID3
* xyz 0 1
C -0.5553 -5.7482 0.2236
C 0.2853 -4.5477 0.6485
N 0.2588 -4.3109 2.0775
C 1.4010 -3.5127 2.5107
C 2.7049 -4.2955 2.4406
C -1.0197 -3.7509 2.4991
C -1.2050 -3.7332 4.0045
H -0.4453 -5.9616 -0.8369
H -1.6144 -5.6424 0.4639
H -0.2313 -6.6237 0.7949
H 1.3083 -4.7813 0.3500
H -0.0313 -3.6400 0.0958
H 1.4650 -2.5808 1.9234
H 1.2228 -3.2304 3.5456
H 2.5632 -5.3172 2.7897
H 3.1085 -4.3357 1.4239
H 3.4837 -3.8162 3.0375
H -1.8159 -4.3232 2.0246
H -1.1337 -2.7262 2.0914
H -0.6299 -2.9312 4.4677
H -0.9279 -4.6928 4.4400
H -2.2430 -3.5130 4.2625
C 0.2940 3.6632 -0.3228
C 1.6742 4.0804 0.1333
N 2.5577 2.9505 0.4080
C 3.9580 3.3466 0.4600
C 4.3416 4.3810 1.5173
C 2.1077 2.1973 1.5782
C 3.0195 1.0707 2.0145
H -0.2571 4.5427 -0.6648
H -0.2887 3.2148 0.4827
H 0.3392 2.9403 -1.1393
H 2.1757 4.6910 -0.6205
H 1.5638 4.7144 1.0327
H 4.5752 2.4612 0.6242
H 4.2411 3.7095 -0.5331
H 3.8206 5.3301 1.3736
H 4.1013 4.0431 2.5279
H 5.4146 4.5714 1.4722
H 1.1602 1.7303 1.3009
H 1.8946 2.8817 2.4171
H 2.4299 0.4129 2.6539
H 3.8921 1.4162 2.5720
H 3.3781 0.4811 1.1709
C 2.4541 -4.2642 -3.8993
C 1.7519 -3.6457 -2.7156
O 0.3837 -4.0338 -2.6903
C -0.5078 -3.1903 -3.1653
O -0.3190 -2.0857 -3.5840
C -1.9256 -3.7957 -3.0926
F -1.9247 -5.1099 -2.8760
F -2.6063 -3.2014 -2.0995
F -2.5718 -3.5607 -4.2394
H 2.3481 -5.3498 -3.9050
H 3.5115 -4.0072 -3.8992
H 2.0094 -3.8912 -4.8248
H 1.8689 -2.5635 -2.7696
H 2.2151 -3.9262 -1.7704
C -5.9706 7.4582 -0.8288
C -5.0541 6.6369 0.0735
O -4.1909 5.7934 -0.7061
C -4.6942 4.6273 -1.0744
O -5.7686 4.1824 -0.8042
C -3.6764 3.8276 -1.9155
F -4.3098 3.1825 -2.8884
F -2.7323 4.5971 -2.4620
F -3.0739 2.9255 -1.1318
H -5.4540 8.3355 -1.2188
H -6.8745 7.7754 -0.3141
H -6.2840 6.8694 -1.6932
H -5.6332 6.0360 0.7725
H -4.3851 7.2823 0.6349
C -1.3806 0.0227 -0.8813
C -0.1570 -0.3217 -0.0675
O -0.2281 -0.5743 1.1113
C 1.1743 -0.2844 -0.7744
H -2.1210 0.5375 -0.2784
H -1.7534 -0.8970 -1.3351
H -1.0900 0.6730 -1.7109
H 1.2071 -0.8372 -1.7105
H 1.8932 -0.7832 -0.1161
H 1.5277 0.7444 -0.8874
*
```



No. 3
A cluster of 2 separate species, C23H46FN3O3S3Si2 in total at a distorted geometry, computed with ωB97M-V with the def2-TZVPD basis set.

Values from the calculation:
- Calculated total energy: -86172.81192 eV

ORCA input file:
```
! RIJCOSX wB97M-V def2-TZVPD def2/J DEFGRID3
* xyz 0 1
C 5.8331 -0.6723 0.8805
C 5.4583 0.1399 -0.2323
C 4.6906 1.1235 -1.3454
C 3.4464 0.1630 -1.9156
C 3.2264 0.5620 -3.4904
C 3.1446 -0.7200 -4.5210
F 3.3493 -0.1425 -5.9012
N 2.2026 0.6588 -1.1595
C 2.6262 1.6725 -0.0778
C 1.4616 2.5231 0.7021
C 0.7117 3.6678 -0.2002
C -0.9057 3.4274 -0.4096
S -1.2241 3.5726 -2.2874
C -2.4162 2.1629 -2.7760
S -2.4049 1.7509 -4.4419
N -3.2712 1.5067 -1.7129
C -3.8422 0.1777 -2.1554
C -4.8485 -0.4079 -0.9766
O -4.8614 0.4477 0.2508
C -5.3221 1.8160 -0.1479
C -4.4224 2.4651 -1.3693
C 4.0580 2.3906 -0.4562
S 4.0787 4.0053 -1.4045
C 3.2854 3.9397 -3.1014
O 5.5945 4.3715 -1.6510
O 3.5319 5.1898 -0.5163
H 6.0479 -1.4813 1.7303
H 5.5592 1.3955 -2.0808
H 3.7629 -0.9681 -1.7156
H 2.2390 1.2039 -3.6642
H 4.1576 1.2312 -3.8211
H 2.0692 -1.2232 -4.5518
H 3.9900 -1.5259 -4.3560
H 1.9969 -0.1912 -0.5581
H 1.3331 0.8517 -1.7028
H 2.9731 0.9154 0.7776
H 0.6165 1.7515 1.0343
H 1.9534 2.9395 1.6945
H 0.8074 4.6896 0.4090
H 1.1946 3.8662 -1.2475
H -1.2841 2.3678 -0.0877
H -1.5381 4.3197 0.0626
H -4.4768 0.2120 -3.1400
H -2.9346 -0.5795 -2.2100
H -4.6329 -1.5336 -0.7339
H -5.9585 -0.3414 -1.4084
H -6.4738 1.7894 -0.4533
H -5.2455 2.4678 0.8400
H -4.0215 3.5029 -1.0059
H -5.0295 2.6048 -2.3610
H 4.8621 2.5088 0.4152
H 3.0158 5.0430 -3.4468
H 2.2779 3.3450 -3.0726
H 3.9499 3.4386 -3.9381
C 0.8937 -5.4394 4.1628
Si -0.5365 -4.5821 3.2669
C -2.1195 -5.3493 3.9177
C -0.3653 -5.0019 1.4472
N -0.4382 -2.8690 3.5750
Si -1.6104 -1.7720 2.8960
C -3.3579 -2.1198 3.4866
C -1.5969 -1.7652 1.0205
C -1.1874 -0.0130 3.4500
H 0.8466 -6.5211 3.9825
H 1.8563 -5.0720 3.7974
H 0.8318 -5.2713 5.2421
H -2.0452 -6.4411 3.8987
H -2.9846 -5.0725 3.3102
H -2.3056 -5.0428 4.9522
H 0.4999 -4.4953 1.0099
H -1.2570 -4.7260 0.8809
H -0.2215 -6.0786 1.3224
H -3.7670 -3.0223 3.0348
H -4.0165 -1.2887 3.2115
H -3.3861 -2.2233 4.5758
H -0.5807 -1.6600 0.6361
H -2.1876 -0.9244 0.6439
H -2.0370 -2.6758 0.6095
H -0.1906 0.2721 3.1037
H -1.2183 0.0708 4.5391
H -1.9102 0.6923 3.0348
*
```



No. 4
A cluster of 6 separate species, C23H47BBr2F7O17S6 in total at a distorted geometry, computed with ωB97M-V with the def2-TZVPD basis set.

Values from the calculation:
- Calculated total energy: -284214.56699 eV

ORCA input file:
```
! RIJCOSX wB97M-V def2-TZVPD def2/J DEFGRID3
* xyz -1 1
C 1.5318 2.5699 2.4485
C 0.4328 2.2995 1.7136
B 0.2937 1.2788 0.4764
C 0.4569 -0.3106 0.7985
Br 1.4993 -0.8769 2.3224
C -0.1042 -1.3276 0.1320
C 0.0303 -2.7958 0.4720
Br -1.2183 -1.0216 -1.3749
S 1.3702 1.9274 -0.9738
O 1.3066 3.3859 -0.9622
O 1.0731 1.3558 -2.2747
C 3.2156 1.6191 -0.8015
F 3.7850 2.3285 -1.8160
F 3.7089 2.1187 0.3481
C 3.6983 0.1329 -0.9438
F 2.7459 -0.6896 -1.4018
F 4.1245 -0.2980 0.2769
C 4.9287 -0.0337 -1.8798
F 5.3343 -1.3151 -1.7824
F 4.6390 0.1806 -3.1532
F 5.9519 0.7224 -1.4952
H 2.2079 1.8258 2.8595
H 1.7577 3.6042 2.7229
H -0.4381 2.9218 1.9169
H -0.8147 1.3902 0.0260
H -0.6196 -3.3830 -0.1724
H 1.0691 -3.1167 0.3990
H -0.3336 -2.9429 1.4931
O 4.4761 -1.0193 4.9049
S 4.8497 -2.2249 4.2351
O 4.0872 -3.4224 4.4554
O 6.3812 -2.5320 4.5628
C 6.7657 -2.5779 5.9511
C 6.2943 -3.8327 6.6593
C 5.0193 -1.9570 2.5145
H 6.4093 -1.6780 6.4550
H 7.8533 -2.5385 5.9409
H 5.2086 -3.8644 6.7311
H 6.7051 -3.8629 7.6691
H 6.6151 -4.7217 6.1157
H 5.6238 -1.0698 2.3507
H 4.0142 -1.8100 2.1181
H 5.4790 -2.8360 2.0696
O -1.8000 4.7218 1.7143
S -1.3419 5.9910 1.2458
O -1.3836 7.1398 2.1042
O -2.0880 6.3259 -0.1193
C -3.5290 6.3184 -0.1298
C -4.1237 7.5346 0.5545
C 0.2741 5.7993 0.5836
H -3.9037 5.3945 0.3137
H -3.8149 6.3140 -1.1786
H -3.9094 7.5360 1.6222
H -5.2065 7.5392 0.4215
H -3.7057 8.4505 0.1360
H 0.2891 4.9356 -0.0806
H 0.9372 5.6315 1.4296
H 0.5482 6.7123 0.0610
O -1.2708 -5.4087 -5.3046
S -1.2275 -3.9839 -5.4510
O -1.5557 -3.1352 -4.3535
O -2.1109 -3.5819 -6.7163
C -3.4812 -4.0334 -6.7352
C -4.3713 -3.2637 -5.7801
C 0.3306 -3.4940 -6.1013
H -3.5115 -5.1057 -6.5342
H -3.8107 -3.8834 -7.7618
H -4.0929 -3.4434 -4.7434
H -5.4090 -3.5714 -5.9149
H -4.2893 -2.1921 -5.9599
H 0.5711 -4.1188 -6.9568
H 1.0575 -3.6355 -5.3047
H 0.2771 -2.4448 -6.3779
O -4.8877 3.6670 -4.0433
S -4.4372 4.9306 -4.5352
O -4.4942 6.1014 -3.7123
O -5.1625 5.2339 -5.9222
C -6.6047 5.1967 -5.9379
C -7.2371 6.3991 -5.2667
C -2.8033 4.7734 -5.1622
H -6.9470 4.2626 -5.4894
H -6.8719 5.1703 -6.9926
H -7.0279 6.4138 -4.1986
H -8.3186 6.3710 -5.4039
H -6.8461 7.3237 -5.6912
H -2.7573 3.9064 -5.8146
H -2.1506 4.6383 -4.3016
H -2.5443 5.6842 -5.6947
O 0.1839 -5.2779 3.9983
S 0.9221 -6.2385 4.7580
O 0.5777 -7.6278 4.6661
O 0.8921 -5.7984 6.2915
C -0.3980 -5.5547 6.8852
C -1.1739 -6.8260 7.1674
C 2.6437 -6.0364 4.5017
H -0.9653 -4.8731 6.2496
H -0.1832 -5.0311 7.8148
H -1.4478 -7.3367 6.2462
H -2.0879 -6.5864 7.7123
H -0.5739 -7.5167 7.7605
H 2.9152 -4.9851 4.6094
H 2.8508 -6.3816 3.4907
H 3.1724 -6.6529 5.2249
*
```



No. 5
A cluster of 5 separate species, C23H47BN2O8S4Si in total at a distorted geometry, computed with ωB97M-V with the def2-TZVPD basis set.

Values from the calculation:
- Calculated total energy: -95851.45125 eV

ORCA input file:
```
! RIJCOSX wB97M-V def2-TZVPD def2/J DEFGRID3
* xyz 2 1
C -1.4390 -0.6560 -0.0600
Si 0.1800 0.2792 -0.4776
C -0.1076 1.5990 -1.8441
C 1.3282 -1.0350 -1.2901
O 0.9183 1.0352 0.8883
C -0.0301 1.6341 1.7653
C 0.6512 2.0952 3.1452
N 1.9778 1.3996 3.2050
C 3.0758 2.1941 2.9126
C 4.4125 1.6267 2.9281
C 4.5819 0.1941 3.2279
C 6.0306 -0.3562 3.1880
C 6.9997 -0.1866 4.2757
C 8.3550 -0.7172 4.1108
N 8.7113 -1.3630 2.9511
O 9.9836 -1.8309 2.7843
B 10.6387 -0.7984 1.9579
O 10.6818 -0.9579 0.5510
O 11.2036 0.3617 2.5269
C 7.8264 -1.5785 1.8982
C 6.4461 -1.0891 1.9707
C 3.3945 -0.5990 3.5331
C 2.0903 0.0666 3.5256
H -1.4474 -0.8653 1.0474
H -2.2792 0.0287 -0.3528
H -1.4661 -1.6459 -0.5778
H 0.8977 1.8280 -2.3052
H -0.5893 2.4943 -1.3735
H -0.7316 1.1222 -2.6522
H 0.8887 -1.2062 -2.3199
H 1.2807 -2.0261 -0.7602
H 2.3771 -0.6587 -1.4303
H -0.4959 2.5357 1.2638
H -0.8778 0.9589 2.0681
H 0.7865 3.2085 3.1881
H 0.0004 1.8272 4.0439
H 2.9250 3.2792 2.6794
H 5.2853 2.2834 2.7105
H 6.7449 0.3519 5.2156
H 9.1525 -0.6237 4.8952
H 9.9394 -0.4008 0.2314
H 10.5142 1.0536 2.5528
H 8.2079 -2.1399 1.0077
H 5.7743 -1.2868 1.1030
H 3.4745 -1.6837 3.7629
H 1.1326 -0.4740 3.7476
C 0.8660 3.2574 -5.3563
S -0.7689 2.6742 -5.8432
O -1.0569 1.4412 -5.0537
C -0.2990 2.1543 -7.5035
H 0.8138 3.5980 -4.3222
H 1.5905 2.4449 -5.4341
H 1.1627 4.0897 -5.9957
H 0.4972 1.4105 -7.4489
H 0.0345 3.0214 -8.0750
H -1.1727 1.7172 -7.9850
C -6.6799 -2.0922 -1.0459
S -4.9090 -1.8530 -1.2305
O -4.2994 -1.9251 0.1344
C -5.0037 -0.1119 -1.6901
H -6.8560 -3.1177 -0.7203
H -7.0734 -1.4029 -0.2971
H -7.1717 -1.9272 -2.0085
H -5.5025 0.4540 -0.9018
H -5.5521 -0.0143 -2.6281
H -3.9895 0.2643 -1.8225
C -3.5334 -0.5979 4.2777
S -3.3528 0.7759 5.4300
O -2.0339 1.4283 5.1467
C -3.1458 -0.2346 6.9067
H -3.6388 -0.1917 3.2714
H -2.6505 -1.2384 4.3192
H -4.4263 -1.1708 4.5291
H -2.2872 -0.8970 6.7871
H -4.0510 -0.8187 7.0760
H -2.9787 0.4284 7.7547
C -7.0142 -1.5896 -6.0225
S -8.4960 -1.2199 -5.0659
O -8.1355 -1.3403 -3.6205
C -9.3969 -2.7123 -5.5209
H -6.2890 -0.7938 -5.8524
H -6.5894 -2.5415 -5.6999
H -7.2645 -1.6284 -7.0833
H -8.8259 -3.5949 -5.2295
H -9.5728 -2.7160 -6.5972
H -10.3523 -2.7079 -4.9976
*
```